#i
A gas-phase ion, C4H8N2P (charge +1). Source: the Open Molecules 2025 dataset; level of theory: ωB97M-V with the def2-TZVPD basis set.

Each atom is followed by the atoms it is bonded to, with distances in Å.
Geometry (Å):
1 H 4.63 1.23 0.00  P2 1.419
2 P 3.76 0.29 0.62  H1 1.419, C3 1.708
3 C 2.42 0.39 -0.44  P2 1.708, N4 1.407, H9 1.175
4 N 1.25 -0.34 -0.19  C3 1.407, C5 1.315, H10 1.069
5 C 0.13 0.05 -0.75  N4 1.315, N6 1.300, H11 1.091
6 N -1.08 -0.37 -1.00  C5 1.300, C7 1.278
7 C -2.12 -0.60 -0.29  N6 1.278, C8 1.429, H12 1.178
8 C -2.40 -0.14 1.03  C7 1.429, H13 1.067, H14 1.119, H15 1.152
9 H 2.42 1.08 -1.39  C3 1.175
10 H 1.15 -1.08 0.58  N4 1.069
11 H 0.31 0.84 -1.48  C5 1.091
12 H -2.91 -1.21 -0.91  C7 1.178
13 H -3.43 0.10 1.13  C8 1.067
14 H -2.39 -0.99 1.76  C8 1.119
15 H -1.75 0.77 1.32  C8 1.152

Summary:
2S+1: 1
Orbital gap: 8.323 eV
Net charge: +1
SMILES string: [H]/P=C/[NH+]=C/N=C\C
HOMO level: -13.17 eV

***

#ii
A gas-phase ion, C4H8N2P (charge +1). Source: the Open Molecules 2025 dataset; level of theory: ωB97M-V with the def2-TZVPD basis set.

Each atom is followed by the atoms it is bonded to, with distances in Å.
Geometry (Å):
1 H 0.45 2.25 0.66  N2 0.986
2 N 0.31 1.28 0.50  H1 0.986, C3 1.213
3 C 0.56 0.18 0.95  N2 1.213, N4 1.691, P5 1.746
4 N 1.77 0.15 2.13  C3 1.691, H9 1.012, H10 1.008, H11 0.958
5 P 0.32 -1.50 0.56  C3 1.746, C6 1.696
6 C -0.56 -1.60 -0.89  P5 1.696, C7 1.411, H12 1.098
7 C -1.34 -0.95 -1.87  C6 1.411, C8 1.347, H13 1.066
8 C -2.05 0.20 -1.96  C7 1.347, H14 1.055, H15 1.050
9 H 1.67 0.87 2.83  N4 1.012
10 H 2.63 0.37 1.65  N4 1.008
11 H 1.91 -0.79 2.29  N4 0.958
12 H -0.46 -2.70 -0.94  C6 1.098
13 H -1.32 -1.51 -2.77  C7 1.066
14 H -2.65 0.44 -2.79  C8 1.055
15 H -2.04 0.89 -1.17  C8 1.050

Summary:
2S+1: 1
Orbital gap: 7.575 eV
Net charge: +1
SMILES string: [H]/N=C([NH3+])/P=C\C=C
HOMO level: -12.85 eV

***

Consider the structures shown above. The most stable of them is #i.